(1)
83
Properties=species:S:1:pos:R:3 method="wB97M-V/def2-TZVPD" s2=0.906 total_charge=0 multiplicity=2 e_homo_ev="-7.325 / -7.391" molar_mass_g_mol=769.8 homo_lumo_gap_ha="0.2421 / 0.2534" de_lowest_ev=4.114 e_lumo_ev="-0.74 / -0.50"
Co 1.12517 -0.60858 -0.89710
O 1.61115 3.75434 -1.06517
C 0.89901 3.93692 -2.19366
C 0.69575 5.24051 -2.64520
C -0.03140 5.48016 -3.79271
C -0.58439 4.42332 -4.50996
C -0.39361 3.13058 -4.07014
C 0.34756 2.86508 -2.91632
C 0.48994 1.48735 -2.43555
O 1.20263 1.23034 -1.37252
N -0.16105 0.53975 -3.04627
N 0.00550 -0.67934 -2.43535
C -0.68856 -1.66243 -2.96332
S -1.68214 -1.26657 -4.34796
C -1.90669 -2.99645 -4.86752
C -2.01822 -3.81902 -3.61889
S -0.69618 -3.30818 -2.40178
H 1.64536 2.78415 -0.90432
H 1.12198 6.05223 -2.07162
H -0.17063 6.49915 -4.12966
H -1.16391 4.61824 -5.40189
H -0.81318 2.29097 -4.60435
H -1.03089 -3.26895 -5.45520
H -2.79845 -3.04471 -5.49072
H -1.85744 -4.87693 -3.81778
H -2.98111 -3.68305 -3.12564
O 0.27995 -4.56896 0.69545
S 0.04506 -3.17161 1.02617
O 0.10284 -2.90840 2.47774
O 0.90861 -2.24310 -0.65888
C -1.71163 -2.81062 0.70025
C -2.65473 -3.81640 0.66234
C -3.99220 -3.47543 0.54910
C -4.36390 -2.13997 0.51721
C -3.41288 -1.13464 0.58728
C -2.05826 -1.46136 0.66375
P -0.72126 -0.19993 0.71030
C -1.56905 1.25315 -0.01633
C -2.38250 1.12128 -1.14201
C -2.94019 2.23853 -1.74251
C -2.67492 3.50245 -1.24065
C -1.83542 3.64901 -0.14704
C -1.27411 2.53380 0.45171
C -0.69664 0.26136 2.48633
C -1.78335 0.91578 3.06255
C -1.73861 1.29383 4.39364
C -0.61508 1.01744 5.15852
C 0.45172 0.33354 4.59876
C 0.41118 -0.04695 3.26690
H -2.32212 -4.84438 0.70539
H -4.74462 -4.24955 0.48668
H -5.40890 -1.87188 0.43980
H -3.72668 -0.10072 0.57389
H -2.58298 0.14171 -1.55582
H -3.57151 2.11830 -2.61257
H -3.10564 4.37410 -1.71363
H -1.60823 4.63528 0.23466
H -0.60113 2.65452 1.29132
H -2.66182 1.13290 2.46952
H -2.58329 1.80584 4.83503
H -0.57693 1.32881 6.19328
H 1.31660 0.09308 5.20249
H 1.21778 -0.61840 2.83760
C 4.77800 -0.06680 3.13827
N 3.70951 0.07301 2.17075
C 3.20684 1.42299 1.95103
C 3.36882 -0.86393 1.25493
O 2.76463 -0.46405 0.23145
N 3.79939 -2.14775 1.44525
C 3.53077 -2.84754 2.70118
C 3.76380 -3.04853 0.29680
H 5.44499 0.79446 3.06702
H 5.35769 -0.96354 2.93465
H 4.38453 -0.10909 4.15798
H 3.52434 2.05198 2.77841
H 2.11841 1.41673 1.90812
H 3.58325 1.83446 1.01324
H 3.55295 -2.16092 3.54169
H 4.28086 -3.62574 2.84513
H 2.54681 -3.31353 2.67103
H 3.97980 -2.49432 -0.61325
H 2.79645 -3.53543 0.18920
H 4.52680 -3.81379 0.44947


(2)
98
Properties=species:S:1:pos:R:3 method="wB97M-V/def2-TZVPD" total_charge=0 multiplicity=1 e_homo_ev=-8.781 molar_mass_g_mol=981.6 homo_lumo_gap_ha=0.3038 smiles="CCCCNc1c(CCCC)ccc2c1C(=O)C=CC2=O.FC(F)C(F)(F)COC(F)(F)C(F)F.FC(F)C(F)(F)COC(F)(F)C(F)F.FC(F)C(F)(F)COC(F)(F)C(F)F" e_lumo_ev=-0.51
C -0.42948 3.03689 -1.84395
C 0.81692 3.46144 -1.02753
C 1.51703 2.32199 -0.27407
C 0.68276 1.62294 0.81322
N 0.02224 2.54786 1.73045
C -0.92636 1.92546 2.60547
C -2.11183 1.30810 2.20104
C -2.53761 1.20691 0.74932
C -2.67811 -0.31112 0.33811
C -1.99394 -0.66284 -0.99813
C -0.63436 -1.40663 -0.77243
C -2.95964 0.76595 3.13442
C -2.69324 0.81077 4.47254
C -1.53888 1.40328 4.88883
C -0.66878 1.96039 3.96457
C 0.59076 2.61936 4.51715
O 1.10375 3.61805 4.05029
C 1.13125 1.93994 5.74528
C 0.28834 1.41279 6.62239
C -1.18538 1.50814 6.35189
O -2.00871 1.68091 7.23450
H -1.32042 3.30997 -1.26799
H -0.46145 1.97557 -2.09203
H -0.47426 3.67327 -2.73208
H 1.53476 3.93191 -1.70644
H 0.51714 4.24240 -0.31881
H 1.81565 1.57333 -1.01828
H 2.43382 2.70542 0.18677
H 1.39203 1.03647 1.41561
H 0.01797 0.88507 0.34451
H -0.43356 3.31259 1.24531
H -3.53965 1.63756 0.66268
H -1.83414 1.69546 0.08399
H -2.22825 -0.90559 1.13796
H -3.74208 -0.55846 0.30462
H -1.85212 0.20419 -1.64767
H -2.61300 -1.36665 -1.55358
H -0.35572 -1.38476 0.28435
H -0.76420 -2.46609 -1.01221
H 0.15445 -0.98379 -1.39843
H -3.88099 0.30125 2.79531
H -3.39972 0.38666 5.17721
H 2.19569 1.86766 5.95453
H 0.69784 0.95836 7.51923
F 3.24520 -3.71481 6.55307
C 4.58102 -3.70900 6.39701
F 5.12418 -3.60699 7.63355
C 5.05295 -2.53462 5.53609
F 4.75406 -1.36363 6.13887
F 6.41340 -2.61178 5.48879
C 4.56855 -2.48851 4.07198
O 3.47549 -1.62788 3.77049
C 2.17170 -2.07892 3.87994
F 2.13449 -3.39622 4.14921
F 1.60020 -1.91800 2.66527
C 1.38108 -1.25449 4.89399
F 1.92109 -1.35276 6.12567
F 0.10823 -1.70584 4.97934
H 4.89481 -4.66313 5.96439
H 5.39849 -2.05834 3.51199
H 4.42845 -3.48498 3.65330
H 1.35604 -0.20222 4.61279
F -3.37015 -5.26953 -3.51832
C -3.91525 -6.28929 -4.20640
F -3.34407 -6.28889 -5.43411
C -5.43176 -6.13776 -4.35084
F -5.72484 -5.02592 -5.05857
F -5.85725 -7.19699 -5.09606
C -6.27208 -6.15053 -3.05691
O -6.69364 -4.89326 -2.53644
C -5.88840 -4.18912 -1.66039
F -4.80818 -4.90522 -1.30395
F -6.61100 -3.99900 -0.53403
C -5.51397 -2.81724 -2.22265
F -4.81163 -2.93749 -3.36484
F -4.73565 -2.15474 -1.33405
H -3.66055 -7.23091 -3.71207
H -7.20493 -6.64352 -3.32883
H -5.83070 -6.78165 -2.28582
H -6.40698 -2.22372 -2.42778
F 3.10402 2.91419 -4.21127
C 4.44266 2.78418 -4.19491
F 4.82368 2.76850 -2.89517
C 5.13476 3.94013 -4.91975
F 4.87532 5.10697 -4.29213
F 6.47579 3.72462 -4.80180
C 4.84915 4.10191 -6.42698
O 3.89089 5.08470 -6.80802
C 2.54653 4.76524 -6.88418
F 2.34507 3.44900 -6.70112
F 2.15296 5.04100 -8.14731
C 1.71046 5.61834 -5.92748
F 2.07648 5.40526 -4.64868
F 0.40449 5.28505 -6.04024
H 4.71323 1.82126 -4.63715
H 5.78143 4.46883 -6.85530
H 4.66755 3.14562 -6.91718
H 1.83063 6.67975 -6.15294


(3)
81
Properties=species:S:1:pos:R:3 method="wB97M-V/def2-TZVPD" s2=6.074 total_charge=+2 multiplicity=5 e_homo_ev="-13.109 / -13.246" molar_mass_g_mol=850.8 homo_lumo_gap_ha="0.2279 / 0.1654" e_lumo_ev="-6.91 / -8.75"
Os -0.10167 1.25267 -1.76929
C -1.31947 1.72295 -3.27503
C -1.18586 0.28978 -3.13886
C -0.40080 -0.50460 -4.16948
C 1.02227 0.05656 -4.25690
C 1.39742 0.90694 -3.05696
C 1.16081 2.36575 -2.86653
C 0.61070 3.12090 -4.02479
C -0.70781 2.46454 -4.44980
C 0.96025 1.31092 1.01973
H -2.31318 2.13635 -3.04771
H -2.13030 -0.20200 -2.93297
H -0.93098 -0.39202 -5.12583
H -0.42645 -1.58676 -3.95697
H 1.73699 -0.77737 -4.32013
H 1.16016 0.67573 -5.14821
H 2.38911 0.62391 -2.70848
H 2.06917 2.80765 -2.46678
H 1.31277 3.23744 -4.86748
H 0.38522 4.14376 -3.70776
H -1.43210 3.23070 -4.75612
H -0.64206 1.79730 -5.32248
H 0.48064 2.34369 1.09411
H 1.99523 1.55244 1.27367
H 0.55105 0.55007 1.71586
P 1.38650 -0.37876 -0.48229
P -1.19841 -1.19566 0.46435
N 3.22784 0.63405 -0.73291
N 2.39033 -1.43069 0.68789
N -2.15971 0.21997 -0.29560
N -2.54257 -2.03557 1.10512
C 0.67616 -1.87480 -1.44350
C -0.79179 -2.11433 -1.09378
C 3.16116 2.01735 -0.64783
C 4.39666 2.59653 -0.92566
C 5.29586 1.52125 -1.12465
C 4.56140 0.32822 -1.00738
C 3.14160 -0.84312 1.70821
C 3.88988 -1.82125 2.35174
C 3.62457 -3.06074 1.67592
C 2.73074 -2.77936 0.65215
C -1.49546 1.51724 -0.09220
C -2.43909 2.52774 -0.60504
C -3.56575 1.85655 -1.06463
C -3.35064 0.45857 -0.92896
C -3.78887 -2.29027 0.53581
C -4.56095 -2.93445 1.47976
C -3.76031 -3.15049 2.64406
C -2.51097 -2.61040 2.40195
H 1.29155 -2.76954 -1.31028
H 0.73020 -1.68733 -2.51660
H -1.49357 -1.78634 -1.87217
H -1.04438 -3.16328 -0.89294
H 2.31418 2.61377 -0.31606
H 4.52179 3.66710 -0.97086
H 6.34238 1.65764 -1.30580
H 4.91582 -0.69274 -1.06396
H 3.08449 0.22097 1.86848
H 4.57599 -1.63396 3.16860
H 4.06743 -4.02928 1.87776
H 2.33281 -3.44354 -0.09885
H -1.17299 1.68918 0.94985
H -2.33927 3.60994 -0.42348
H -4.49690 2.28257 -1.42473
H -3.99047 -0.31854 -1.34796
H -4.01392 -1.98734 -0.47598
H -5.59500 -3.19887 1.36282
H -4.06300 -3.63139 3.56366
H -1.60313 -2.55537 3.00576
F -1.39383 -0.68673 8.28780
C -1.37150 -0.44528 6.96750
C -2.11896 0.59363 6.41398
F -2.84333 1.37812 7.23574
C -2.10769 0.77955 5.05523
F -2.85956 1.75788 4.53874
C -1.37048 -0.05578 4.15799
O -1.50305 0.02264 2.90435
C -0.54189 -1.04776 4.80662
F 0.19180 -1.86593 3.99692
C -0.56824 -1.27055 6.16540
F 0.16344 -2.28831 6.69512